[1]
The following is a quantum chemistry calculation of a structure of composition C4H10BFLuO3S in a non-equilibrium geometry, from the OMol25 dataset.

## Properties
LUMO = -16.727 eV
Net charge = +3
Highest occupied orbital energy = -21.4982 eV
Energy = -58261.20929 eV

Last column: Mulliken charge in e.
Cartesian coordinates (Å):
Lu -0.960 -1.069 -2.654  1.720
S -2.023 0.466 0.789  1.132
F -1.022 1.374 -1.645  -0.343
O 1.829 1.331 -0.504  -0.285
O -3.110 1.485 0.928  -0.514
O -1.592 0.084 2.157  -0.562
C -2.603 -1.085 -0.054  -0.232
C 2.056 -0.031 -0.730  1.302
C 2.393 -0.906 0.554  -1.002
C 0.737 1.557 0.370  -0.475
B -0.668 1.199 -0.298  0.787
H 0.715 2.674 0.591  0.371
H 1.603 -1.698 0.647  0.352
H -3.617 -0.893 -0.521  0.508
H -2.735 -1.962 0.641  0.476
H 2.425 -0.271 1.483  0.351
H 0.803 1.058 1.376  0.320
H 1.193 -0.560 -1.355  -1.304
H 2.960 -0.083 -1.406  0.511
H -1.782 -1.260 -0.862  -0.451
H 3.396 -1.410 0.493  0.338

=====

[2]
The following is a quantum chemistry calculation of the molecule C4H10BNO in a non-equilibrium geometry, from the OMol25 dataset.

## Properties
Structure (SMILES) = CB(O)N1C[C@H]1C
LUMO = 0.753 eV
ΔE to the lowest compared entry with this formula, charge and spin = 15.7 kcal/mol
Net charge = 0
Highest occupied orbital energy = -9.2950 eV
Energy = -8524.51869 eV

Last column: Mulliken charge in e.
Cartesian coordinates (Å):
O 0.338 -1.455 2.142  -0.579
N 0.274 0.283 0.553  -0.328
C 1.593 0.886 0.279  -0.524
C 0.541 1.142 -0.706  0.317
C -1.823 -1.056 0.903  -0.970
C 0.515 0.666 -2.141  -1.299
B -0.265 -0.853 1.115  0.506
H -0.037 2.072 -0.592  0.255
H 0.656 1.541 -2.790  0.349
H -0.459 0.441 -2.614  0.304
H 1.175 -0.156 -2.329  0.357
H -2.426 -0.364 0.384  0.316
H 2.433 0.280 -0.042  0.238
H -1.975 -1.899 0.222  0.329
H 1.901 1.700 0.980  0.200
H -2.158 -1.375 1.892  0.239
H -0.283 -1.853 2.746  0.291

=====

[3]
The following is a quantum chemistry calculation of a cluster of 2 separate species, C4H10BNO in total in a non-equilibrium geometry, from the OMol25 dataset.

## Properties
LUMO = 0.004 eV
ΔE to the lowest compared entry with this formula, charge and spin = 127.1 kcal/mol
Net charge = 0
Highest occupied orbital energy = -6.8699 eV
Energy = -8519.68846 eV

Last column: Mulliken charge in e.
Cartesian coordinates (Å):
O 1.102 1.645 1.105  -0.997
N 1.307 -1.121 -0.560  0.033
C -1.902 0.843 0.520  -0.363
C 2.464 -0.674 -0.054  -0.605
C -1.337 -0.628 0.210  -0.118
C -2.150 0.230 -0.794  -0.429
B 0.075 -0.848 -0.172  0.043
H -1.217 1.665 0.668  0.195
H -3.183 -0.224 -0.845  0.210
H 1.372 -1.476 -1.447  0.271
H -2.723 0.758 1.223  0.231
H 2.905 -1.392 0.655  0.257
H 3.172 -0.367 -0.896  0.281
H 2.187 0.175 0.708  0.232
H -1.828 -1.466 0.763  0.316
H 1.421 2.397 0.710  0.151
H -1.665 0.482 -1.793  0.292

=====

[4]
The following is a quantum chemistry calculation of the ion C4H10Cl2N3 with charge +1 in a non-equilibrium geometry, from the OMol25 dataset.

## Properties
Structure (SMILES) = C[C@](N)(Cl)/[NH+]=C(\N)CCl
LUMO = -3.937 eV
ΔE to the lowest compared entry with this formula, charge and spin = 12.8 kcal/mol
Net charge = +1
Highest occupied orbital energy = -14.0066 eV
Energy = -33818.46761 eV

Last column: Mulliken charge in e.
Cartesian coordinates (Å):
Cl 3.175 -1.164 0.028  -0.162
Cl -0.856 -2.836 -0.385  -0.289
N 0.451 1.663 -0.632  -0.360
N -1.646 -0.163 -1.037  -0.483
N 0.398 -0.511 0.170  -0.117
C -1.065 -0.732 0.057  0.258
C -1.721 -0.446 1.437  -0.882
C 1.058 0.557 -0.184  0.728
C 2.503 0.525 -0.057  -0.598
H -0.491 1.742 -0.850  0.197
H -1.459 0.673 1.670  0.250
H 0.887 -1.350 0.494  0.266
H -2.814 -0.554 1.363  0.352
H 2.800 0.906 -1.045  0.330
H -1.134 -0.196 -1.831  0.221
H -2.583 -0.517 -1.289  0.292
H -1.572 -1.169 2.333  0.317
H 3.032 1.067 0.687  0.394
H 1.036 2.505 -0.928  0.287

=====

[5]
The following is a quantum chemistry calculation of the molecule C4H10Cl2Si in a non-equilibrium geometry, from the OMol25 dataset.

## Properties
Structure (SMILES) = CCC[Si](C)(Cl)Cl
LUMO = 0.610 eV
ΔE to the lowest compared entry with this formula, charge and spin = 0.0 kcal/mol
Net charge = 0
Highest occupied orbital energy = -10.5600 eV
Energy = -37235.37982 eV

Last column: Mulliken charge in e.
Cartesian coordinates (Å):
Cl -1.059 0.042 2.500  -0.290
Cl -0.228 -2.178 -0.034  -0.291
Si -1.025 -0.279 0.333  0.604
C 0.157 0.955 -0.538  -0.615
C -2.585 -0.537 -0.595  -1.121
C 2.079 0.163 0.971  -0.933
C 1.567 0.300 -0.463  -0.611
H -3.190 0.345 -0.856  0.359
H 3.141 -0.120 1.100  0.312
H -2.456 -1.173 -1.530  0.308
H 1.379 -0.464 1.537  0.212
H 0.115 1.908 -0.059  0.391
H -0.131 0.963 -1.620  0.306
H 2.326 0.828 -1.106  0.354
H 1.854 1.067 1.584  0.292
H -3.357 -1.174 -0.228  0.379
H 1.413 -0.646 -0.998  0.344

=====

[6]
The following is a quantum chemistry calculation of a cluster of 3 separate species, C4H10ClN in total in a non-equilibrium geometry, from the OMol25 dataset.

## Properties
Multiplicity = 3
LUMO (alpha / beta) = 0.996 / -2.337 eV
ΔE to the lowest compared entry with this formula, charge and spin = 39.8 kcal/mol
Net charge = 0
Highest occupied orbital energy (alpha / beta) = -5.8034 / -9.3286 eV
Energy = -18316.11340 eV

Last column: Mulliken charge in e.
Cartesian coordinates (Å):
Cl -6.511 -1.341 0.143  -0.246
N 2.872 -1.096 0.085  -0.186
C 2.502 -2.247 0.325  -0.627
C -0.322 0.929 -1.108  -0.791
C 1.620 1.913 0.208  -0.732
C 0.708 1.951 -0.779  -0.018
H 0.856 2.682 -1.595  0.289
H -1.280 1.513 -0.899  0.258
H 2.022 1.080 0.823  0.322
H 1.550 -2.530 0.649  0.314
H -6.501 -2.621 0.359  0.246
H -0.190 0.815 -2.151  0.274
H 3.195 -3.050 0.617  0.268
H 3.808 -1.027 -0.230  0.221
H -0.198 0.018 -0.526  0.210
H 2.393 2.722 0.174  0.198

=====

[7]
The following is a quantum chemistry calculation of the ion C4H10ClN2 with charge +1 in a non-equilibrium geometry, from the OMol25 dataset.

## Properties
LUMO = -3.359 eV
ΔE to the lowest compared entry with this formula, charge and spin = 48.6 kcal/mol
Net charge = +1
Highest occupied orbital energy = -13.5076 eV
Energy = -19804.23293 eV

Last column: Mulliken charge in e.
Cartesian coordinates (Å):
Cl 0.292 -2.027 0.111  -0.109
N -2.440 -0.650 -0.559  -0.079
N -0.831 0.811 0.237  -0.090
C 1.432 -0.873 -0.683  -0.419
C -1.696 -0.385 0.462  -0.495
C 1.656 0.350 0.207  -0.569
C 0.436 0.757 1.031  -0.682
H 2.365 -1.403 -0.865  0.381
H 0.257 0.031 1.827  0.437
H -2.397 -0.218 -1.483  0.216
H -3.092 -1.419 -0.471  0.291
H 2.450 0.135 0.923  0.332
H -1.401 1.581 0.604  0.367
H -0.627 1.015 -0.755  0.367
H 0.983 -0.613 -1.642  0.297
H 0.623 1.732 1.481  0.420
H 1.992 1.176 -0.424  0.333

=====

[8]
The following is a quantum chemistry calculation of the molecule C4H10ClO2P in a non-equilibrium geometry, from the OMol25 dataset.

## Properties
LUMO (alpha / beta) = 0.060 / 0.397 eV
ΔE to the lowest compared entry with this formula, charge and spin = 128.7 kcal/mol
Net charge = 0
Highest occupied orbital energy (alpha / beta) = -6.1991 / -7.7893 eV
Energy = -30211.85764 eV

Last column: Mulliken charge in e.
Cartesian coordinates (Å):
Cl 1.494 -0.494 0.529  -0.040
P -1.001 -1.046 0.353  -0.077
O -0.902 -1.394 -1.178  -0.049
O -1.058 0.542 0.211  -0.167
C 2.401 1.695 1.618  -0.765
C 2.711 0.242 1.428  -0.235
C -2.133 1.253 -0.371  -0.684
C -1.042 -2.577 -1.926  -0.579
H 1.624 1.883 2.351  0.266
H -2.705 1.809 0.300  0.285
H -0.543 -2.073 -2.841  0.214
H -1.759 1.737 -1.187  0.312
H 2.196 2.244 0.594  0.253
H -0.619 -3.370 -1.330  0.267
H -2.122 -2.757 -2.156  0.234
H -2.797 0.473 -0.861  0.262
H 2.860 -0.319 2.389  0.228
H 3.397 2.151 2.074  0.274

=====

[9]
The following is a quantum chemistry calculation of a structure of composition C4H10ClP in a non-equilibrium geometry, from the OMol25 dataset.

## Properties
LUMO = 0.631 eV
ΔE to the lowest compared entry with this formula, charge and spin = 66.1 kcal/mol
Net charge = 0
Highest occupied orbital energy = -7.8078 eV
Energy = -26118.74860 eV

Last column: Mulliken charge in e.
Cartesian coordinates (Å):
Cl 0.582 -2.786 0.735  -0.214
P -0.027 -0.216 -0.190  0.928
C 1.484 0.457 0.700  -1.096
C -0.125 -1.918 -0.701  -0.541
C -0.423 1.069 -1.489  -1.240
C -1.370 -0.052 0.989  -1.310
H -1.152 -0.516 2.009  0.354
H 0.404 1.253 -2.236  0.319
H 2.200 0.682 -0.038  0.392
H -0.617 1.992 -1.084  0.444
H -1.324 0.825 -2.036  0.371
H 1.959 -0.368 1.228  0.334
H -2.187 -0.701 0.855  0.468
H 1.370 1.290 1.519  0.293
H 0.972 -1.975 -1.418  0.160
H -1.745 0.962 1.156  0.339

=====

[10]
The following is a quantum chemistry calculation of a cluster of 2 separate species, C4H10ClP in total in a non-equilibrium geometry, from the OMol25 dataset.

## Properties
LUMO (alpha / beta) = -0.572 / 0.175 eV
ΔE to the lowest compared entry with this formula, charge and spin = 83.2 kcal/mol
Net charge = 0
Highest occupied orbital energy (alpha / beta) = -8.7206 / -7.7702 eV
Energy = -26118.00727 eV

Last column: Mulliken charge in e.
Cartesian coordinates (Å):
Cl -0.889 2.213 -1.019  -0.199
P 0.035 0.504 -1.381  0.120
C -3.315 -0.269 -0.582  -0.996
C 0.890 0.286 0.310  -0.001
C 2.329 0.764 0.219  -1.310
C 0.751 -1.289 0.545  -1.175
H -3.474 0.222 0.325  0.324
H 2.696 0.351 1.116  0.329
H -3.790 0.228 -1.424  0.341
H 0.197 0.847 0.944  0.468
H 1.275 -1.889 -0.184  0.353
H 0.988 -1.577 1.555  0.398
H -2.796 -1.240 -0.491  0.337
H 2.804 0.367 -0.674  0.368
H -0.356 -1.285 0.603  0.260
H 2.655 1.767 0.138  0.383

=====

[11]
The following is a quantum chemistry calculation of the molecule C4H10ClPSi in a non-equilibrium geometry, from the OMol25 dataset.

## Properties
Structure (SMILES) = C[Si](C)(C)/C=P/Cl
LUMO = -0.765 eV
ΔE to the lowest compared entry with this formula, charge and spin = 12.5 kcal/mol
Net charge = 0
Highest occupied orbital energy = -8.9859 eV
Energy = -33998.28709 eV

Last column: Mulliken charge in e.
Cartesian coordinates (Å):
Cl 2.693 -4.366 0.199  -0.187
P 0.986 -3.525 -0.111  0.170
Si 0.429 -0.285 0.167  0.392
C -0.953 -0.478 -1.217  -1.181
C 1.492 -1.787 0.112  -0.311
C -0.426 -0.020 1.820  -0.912
C 1.421 1.401 0.116  -1.056
H -0.942 -0.901 2.255  0.323
H 0.976 2.274 0.583  0.332
H 2.237 1.179 0.751  0.338
H -0.376 -0.951 -1.962  0.358
H -1.403 0.433 -1.424  0.335
H 0.525 0.159 2.449  0.195
H -1.660 -1.281 -0.991  0.340
H 1.763 1.743 -0.981  0.245
H 2.526 -1.458 0.370  0.311
H -1.076 0.847 1.901  0.310

=====

[12]
The following is a quantum chemistry calculation of the molecule C4H10F2NOPS in a non-equilibrium geometry, from the OMol25 dataset.

## Properties
Structure (SMILES) = CO[P@](=S)(C(F)F)N(C)C
LUMO = 0.660 eV
ΔE to the lowest compared entry with this formula, charge and spin = 0.0 kcal/mol
Net charge = 0
Highest occupied orbital energy = -8.9378 eV
Energy = -33406.45065 eV

Last column: Mulliken charge in e.
Cartesian coordinates (Å):
S -1.727 -2.068 -0.941  -0.370
P -0.885 -0.428 -0.405  0.535
F -2.358 0.005 1.809  -0.235
F -2.872 1.055 -0.029  -0.225
O -0.526 0.514 -1.690  -0.331
N 0.659 -0.494 0.395  -0.003
C 0.825 -0.762 1.774  -1.029
C 1.534 -1.342 -0.428  -1.303
C 0.111 1.785 -1.732  -0.535
C -1.907 0.756 0.797  0.174
H 0.029 -1.363 2.179  0.357
H 2.507 -1.094 -0.177  0.502
H -1.385 1.611 1.271  0.297
H 0.934 0.122 2.385  0.271
H 1.481 -1.048 -1.501  0.322
H 1.255 1.781 -1.868  0.229
H -0.156 2.462 -0.823  0.232
H 1.688 -1.392 1.860  0.451
H 1.233 -2.435 -0.250  0.414
H -0.442 2.334 -2.628  0.245